C37H94N6O13 | wB97M-V/def2-TZVPD

The gap between HOMO and LUMO is 8.821 eV. The spin multiplicity is 1. The LUMO energy comes out at 0.65 eV. The total charge is 0. For the maximum force, the calculation gives 3.2 eV Å⁻¹.

Each line ends with the Mulliken charge.
Positions of all 150 atoms, in Å:
C -22.8801 -12.0082 12.1908  -0.81
O -23.4651 -11.6358 10.9169  -0.29
C -22.8093 -12.2320 9.8619  -1.11
C -23.2836 -11.6888 8.5634  0.29
N -24.7511 -11.6896 8.3559  -0.05
C -25.3550 -12.9899 8.4002  -0.79
C -26.8920 -12.9852 8.2270  0.30
O -27.4168 -14.2375 8.6272  -0.46
C -28.8006 -14.2658 8.5163  -0.75
H -21.7988 -11.7529 12.2065  0.32
H -23.0340 -13.0666 12.3491  0.33
H -23.4602 -11.4735 12.9738  0.23
H -22.9510 -13.3176 9.8335  0.39
H -21.7560 -12.0635 9.8480  0.58
H -22.7382 -12.3259 7.7884  0.11
H -22.8997 -10.6854 8.4344  0.02
H -24.9163 -11.2769 7.4470  -0.31
H -25.1259 -13.4427 9.3687  0.50
H -25.0621 -13.7196 7.6742  0.38
H -27.1906 -12.8843 7.1971  -0.70
H -27.4054 -12.2411 8.8228  0.66
H -29.3099 -13.6262 9.2778  0.31
H -29.0959 -15.2485 8.6348  0.35
H -29.1746 -13.9177 7.5567  0.23
C -23.4347 -10.3238 0.6276  -0.41
O -23.8683 -11.5564 0.1316  -0.50
C -25.0678 -12.1405 0.7165  0.85
C -25.2677 -13.5854 0.1585  -1.45
N -24.2285 -14.5694 0.5054  -0.26
C -23.9032 -14.7855 1.8991  0.48
C -23.3197 -16.2213 2.0615  -0.90
O -22.1048 -16.3914 1.3407  -0.37
C -21.5708 -17.6703 1.3494  -0.78
H -22.5782 -9.9315 0.0491  0.35
H -23.1966 -10.3748 1.7310  0.14
H -24.2558 -9.5936 0.5886  0.18
H -25.9412 -11.5541 0.4168  0.55
H -24.9706 -12.1309 1.7845  -0.58
H -25.3375 -13.5199 -0.9491  0.42
H -26.2093 -13.9105 0.5276  0.39
H -23.4761 -14.4892 -0.1612  0.29
H -24.8389 -14.7752 2.4514  -0.21
H -23.2431 -14.0677 2.3244  0.31
H -24.1210 -16.9011 1.7041  0.20
H -23.2777 -16.4122 3.1434  0.46
H -22.2600 -18.4624 1.1770  0.27
H -20.8529 -17.9096 2.1269  0.30
H -20.9599 -17.7509 0.4504  0.32
C -31.6041 -11.0997 1.9041  -0.78
O -30.4058 -10.4459 2.2403  -0.34
C -29.2611 -11.2994 2.3739  -0.82
C -28.1222 -10.3789 2.7668  -0.34
N -28.2701 -9.7236 4.0848  -0.05
C -28.4733 -10.6755 5.1399  -0.37
C -28.3860 -10.0253 6.5451  0.15
O -29.2255 -8.9235 6.5043  -0.41
C -29.4570 -8.3893 7.8136  -0.75
H -31.5478 -11.6496 0.9468  0.29
H -32.3528 -10.3450 1.8087  0.26
H -31.8669 -11.8249 2.7045  0.30
H -29.0273 -11.7165 1.4124  0.78
H -29.5131 -12.0546 3.2004  0.19
H -28.0921 -9.5635 1.9853  0.48
H -27.1193 -10.8771 2.7641  -0.18
H -29.0448 -9.0323 3.9366  0.37
H -27.7619 -11.4831 5.0202  0.00
H -29.5626 -11.1612 5.1425  0.14
H -27.3358 -9.7615 6.8175  -0.23
H -28.7701 -10.8017 7.2560  0.52
H -30.0419 -7.4994 7.7457  0.32
H -28.5238 -8.1364 8.3323  0.24
H -29.9375 -9.1858 8.4269  0.29
C -23.1669 -6.5117 0.9187  -0.87
O -23.6462 -7.1390 2.1389  -0.07
C -25.0460 -7.0203 2.2985  -1.12
C -25.5056 -8.2673 3.1028  0.40
N -24.8688 -8.4730 4.3904  0.60
C -25.0826 -7.4228 5.4061  -0.65
C -24.8098 -8.0788 6.7161  -0.20
O -23.5069 -8.5927 6.8492  0.11
C -22.5656 -7.6273 7.3606  -0.91
H -23.4662 -7.1137 0.0922  0.36
H -22.0694 -6.4920 1.0422  0.17
H -23.4901 -5.4529 0.8212  0.29
H -25.5818 -7.1008 1.3382  0.54
H -25.2882 -6.0425 2.8152  0.30
H -25.2482 -9.1652 2.4639  -0.62
H -26.5630 -8.1501 3.2354  0.10
H -23.8740 -8.5103 4.1758  0.10
H -26.1524 -7.1102 5.3842  0.50
H -24.3916 -6.5463 5.2333  0.15
H -25.4609 -8.9322 6.8583  -0.81
H -25.0382 -7.3950 7.5559  0.39
H -22.3495 -6.7484 6.6973  0.27
H -21.6422 -8.1315 7.5230  0.19
H -22.9275 -7.0977 8.2665  0.40
C -19.9301 -10.3646 6.0487  -0.61
O -19.8564 -9.5320 4.9037  -0.23
C -19.1279 -8.4104 5.1160  -0.24
C -19.1826 -7.5893 3.7453  -1.00
N -18.4098 -7.9902 2.6276  -0.19
C -16.9767 -7.9817 2.7231  -0.48
C -16.2617 -8.2567 1.3921  -0.58
O -16.4576 -9.6139 1.0187  -0.28
C -15.3539 -10.1994 0.3349  -0.79
H -20.6146 -10.0223 6.8651  0.10
H -18.8943 -10.5326 6.3197  0.42
H -20.3615 -11.2988 5.6509  0.16
H -18.1083 -8.7009 5.3969  0.41
H -19.4743 -7.6969 5.9527  0.20
H -19.0335 -6.5657 3.9341  0.61
H -20.2500 -7.6805 3.4949  0.11
H -18.7026 -8.8758 2.2635  0.27
H -16.6218 -8.6719 3.4967  0.25
H -16.7073 -6.9175 3.0690  0.33
H -15.1687 -8.0265 1.5389  0.39
H -16.7430 -7.6835 0.5831  0.30
H -15.7276 -11.1787 0.0506  0.22
H -14.4705 -10.2452 0.9378  0.31
H -15.1998 -9.5927 -0.5295  0.33
C -24.7732 -21.0364 1.6618  -0.66
O -25.3082 -20.7361 2.8776  -0.37
C -24.6585 -19.6673 3.5237  0.14
C -25.5568 -19.0907 4.6634  -0.37
N -26.7520 -18.3240 4.4495  -0.29
C -27.1773 -17.6458 5.6654  -1.09
C -26.4128 -16.2838 5.6996  0.57
O -26.8742 -15.5251 4.5735  -0.46
C -26.4277 -14.1619 4.5063  0.85
H -25.0237 -20.2763 0.9331  0.27
H -25.2282 -21.9879 1.3123  0.26
H -23.6643 -21.1980 1.7909  0.26
H -24.4024 -18.9033 2.7933  -0.22
H -23.7580 -20.0631 4.0193  0.29
H -24.8463 -18.4883 5.3062  0.28
H -25.8646 -19.9671 5.2685  0.22
H -26.7798 -17.6292 3.7180  0.29
H -27.0792 -18.3009 6.5933  0.31
H -28.2294 -17.4200 5.6176  0.43
H -25.3630 -16.4185 5.6501  0.23
H -26.6658 -15.7325 6.6234  -0.26
H -27.0003 -13.6340 3.7171  0.29
H -25.3241 -14.0586 4.2695  -0.12
H -26.5679 -13.6358 5.4616  -0.96
C -24.0939 -11.8053 5.1455  -0.64
O -25.4029 -11.2992 5.1871  2.11
H -23.9890 -12.6072 5.8805  0.25
H -23.8559 -12.0894 4.1467  -0.24
H -23.3474 -11.0510 5.4811  0.02
H -25.4055 -10.3191 4.9256  -0.87

Forces on the atoms, in the same order (eV/Å):
-0.734 0.904 -0.641
0.343 0.242 1.764
-0.730 -0.834 -0.574
-0.380 -0.594 -1.639
0.924 0.361 -0.218
-1.462 -0.362 0.990
0.269 -0.217 0.717
0.782 -0.304 0.110
-0.302 1.987 0.377
-0.594 -0.107 0.150
0.198 -0.478 0.078
0.612 -0.181 -0.545
-0.041 -0.256 0.411
1.183 0.188 0.421
-0.534 0.558 0.534
-0.264 0.408 -0.077
-0.160 0.185 -0.080
-0.223 0.051 0.058
0.978 -0.500 -0.921
0.106 0.643 -0.677
0.180 0.701 0.179
0.391 -0.329 -0.224
-0.732 -2.057 0.375
0.145 0.121 -0.500
-0.643 0.412 1.346
-0.406 -1.134 -0.287
1.044 0.023 -1.593
1.748 0.931 -0.004
-1.084 0.605 -0.927
0.121 -1.766 -1.268
-1.165 0.504 0.099
-0.966 0.876 0.813
1.423 -0.212 -1.391
-0.402 -0.511 0.293
0.197 -0.071 -0.911
0.101 0.165 -0.273
-0.072 0.215 0.112
-0.010 -0.062 0.872
0.084 -0.082 0.685
-1.027 -0.437 0.389
0.409 -0.077 0.549
-0.075 -0.032 0.099
0.760 0.841 0.456
0.527 0.101 -0.247
0.736 -0.112 0.015
-1.152 -0.633 0.470
-0.322 0.168 0.832
0.214 0.265 -0.227
0.609 -1.086 0.316
0.412 0.090 -0.181
-1.025 0.334 1.505
0.881 0.801 0.056
-0.678 0.770 -1.567
-2.567 -0.236 1.104
0.497 -1.498 -0.805
-0.405 1.180 0.944
0.570 -1.514 0.032
0.155 0.134 0.231
-0.580 0.448 0.067
-0.106 0.296 -0.388
0.028 -0.829 -0.449
0.622 0.563 -1.388
0.082 -0.788 0.729
-0.848 0.029 -0.147
0.817 -1.049 0.949
0.223 -0.108 0.149
1.903 0.798 -0.202
-0.615 -0.075 -0.104
0.366 0.573 -0.154
-0.600 0.395 -0.191
0.137 -0.017 -0.219
-0.037 0.647 -0.216
0.747 0.470 2.057
0.156 0.770 -1.038
-0.105 -0.451 0.823
0.750 0.486 -1.015
0.194 0.147 -0.397
0.155 0.092 -0.991
-0.311 0.337 1.494
1.192 1.002 0.362
-1.052 1.204 -0.551
-0.205 -0.279 -0.878
-0.467 -0.138 -0.362
-0.135 -0.633 0.060
0.193 0.366 0.066
0.043 -0.907 -0.549
-0.584 0.903 0.673
-0.656 -0.418 0.132
0.019 -0.161 0.380
0.730 -0.042 -0.068
-0.832 -0.577 0.193
-0.241 -0.186 -0.204
0.161 -0.047 -0.185
-0.281 -0.911 -0.194
0.588 -0.414 0.312
0.025 -0.831 -0.030
-0.659 -0.768 -1.043
-1.783 -0.914 0.470
1.223 2.914 -0.575
-1.131 -1.484 1.562
0.103 -0.506 -1.134
0.554 1.862 0.609
-0.113 -0.143 0.364
0.289 -0.308 0.855
-1.840 0.252 0.125
0.797 0.176 -0.541
0.082 -0.266 0.897
0.232 0.169 0.432
0.288 0.189 -0.023
-0.051 -1.089 -0.946
0.505 1.467 0.429
0.221 0.059 -0.201
-0.321 -0.446 -0.124
0.345 -0.081 -0.062
-0.050 -1.399 -0.474
-0.934 -0.110 -0.369
0.521 0.461 0.333
0.414 -0.165 -0.096
0.602 -0.117 0.472
0.608 0.212 -0.970
1.033 -1.514 -0.710
-1.163 0.318 1.528
-1.321 0.282 0.814
1.489 -0.331 0.717
-1.027 -0.692 -0.307
0.969 0.405 0.286
-2.041 0.326 1.008
0.151 0.425 -0.214
0.746 -0.229 0.088
0.343 0.398 -0.444
0.339 0.511 0.208
-0.727 0.210 -0.648
0.206 0.248 -0.083
0.047 0.311 -0.165
-0.249 -0.596 -0.395
0.301 0.319 -0.160
0.527 -0.182 -0.299
0.403 0.916 -1.189
-0.511 0.168 -0.189
1.258 -0.207 -0.079
0.187 -0.080 -0.153
0.243 -0.463 0.424
-1.112 -0.337 0.217
-0.145 -0.181 -0.213
0.663 1.185 1.088
-0.685 1.380 -0.034
-0.181 -0.302 -0.418
0.472 -0.653 -0.786
-0.352 -0.154 -0.287
0.318 -1.189 0.270